C11H15AuClN4S | wB97M-V/def2-TZVPD

Last column: Löwdin charge in e.
Element x y z (Å)
Au1 0.2256 -0.0802 -2.0815  0.875
C1 3.5374 0.5881 2.7985  -0.079
C2 3.8357 -0.6554 1.9762  -0.222
N1 3.6030 -0.4569 0.5433  -0.020
C3 2.3881 -0.4417 -0.0039  -0.704
S1 2.4548 -0.1386 -1.7869  0.658
N2 1.3347 -0.6503 0.7329  0.032
N3 0.1708 -0.6482 0.0391  -0.093
C4 -0.9594 -0.4094 0.5952  -0.246
C5 -1.1481 -0.1397 2.0476  -0.002
C6 -2.1164 -0.4032 -0.3406  -0.203
C7 -3.4257 -0.4009 0.1056  0.018
C8 -4.4598 -0.4965 -0.8157  -0.009
C9 -4.1606 -0.6171 -2.1613  -0.019
C10 -2.8318 -0.5908 -2.5452  -0.111
N4 -1.8432 -0.4623 -1.6622  -0.058
H1 3.8581 0.4346 3.8284  0.080
H2 2.4709 0.8080 2.8006  0.057
H3 4.0704 1.4531 2.4035  0.079
H4 3.2214 -1.4949 2.2995  0.114
H5 4.8792 -0.9475 2.0818  0.121
H6 4.3914 -0.2551 -0.0483  0.121
H7 -0.1807 -0.0204 2.5259  0.071
H8 -1.6682 -0.9724 2.5260  0.104
H9 -1.7418 0.7623 2.1983  0.099
H10 -3.6334 -0.3456 1.1639  0.122
H11 -5.4874 -0.4934 -0.4789  0.126
H12 -4.9327 -0.7157 -2.9099  0.122
H13 -2.5440 -0.6577 -3.5852  0.125
Cl1 -1.2741 2.5315 -2.8567  0.551
C11 0.3179 1.8141 -2.9838  -0.716
H14 1.0304 2.3656 -2.3846  -0.004
H15 0.6176 1.7368 -4.0218  0.013

The charge is +1. For the LUMO energy, the calculation gives -4.737 eV. The maximum force is 0.025 hartree/bohr. The energy above the lowest of the compared OMol25 structures with the same formula, charge and spin is 70.1 kJ/mol. For the HOMO-LUMO gap, the calculation gives 7.164 eV. As for the highest occupied orbital energy: -11.90 eV.

C11H15BF3O7S | wB97M-V/def2-TZVPD

Last column: Löwdin charge in e.
Element x y z (Å)
C1 0.9285 -0.9473 3.2183  0.024
C2 0.9960 -0.3606 2.0260  -0.140
C3 0.1158 -0.8629 0.9076  -0.195
C4 0.7896 -2.1028 0.2899  -0.179
C5 2.2795 -1.9626 -0.0727  -0.673
O1 2.8290 -3.0629 -0.3554  -0.061
O2 2.8196 -0.8237 -0.0492  -0.042
C6 0.0597 -2.7177 -0.9087  -0.196
O3 -1.3899 -2.5796 -0.8298  -0.287
S1 -1.7827 -1.2012 -1.6559  0.940
O4 -3.1588 -1.3403 -2.0429  -0.383
O5 -1.7744 -0.1455 -0.4245  -0.270
C7 -0.4007 0.2484 -0.0362  -0.292
C8 0.5014 0.6011 -1.2224  -0.119
C9 -0.1427 1.6514 -2.1576  -0.049
C10 0.3368 1.4535 -3.5639  -0.626
F1 1.6674 1.2994 -3.6289  0.147
F2 -0.2147 0.3716 -4.1451  0.124
F3 0.0139 2.5086 -4.3492  0.111
B1 -0.6053 1.5982 0.7993  -0.599
O6 0.4625 2.4316 1.0792  0.173
O7 -1.8726 1.9555 1.1969  0.056
C11 -2.0665 2.1349 2.5973  -0.054
H1 1.7706 -0.8492 3.8878  0.052
H2 0.0989 -1.5545 3.5452  0.060
H3 1.7007 0.4326 1.8577  0.105
H4 -0.7822 -1.2298 1.4012  0.148
H5 0.7461 -2.8603 1.0654  0.142
H6 0.2665 -3.7771 -0.8743  0.120
H7 0.4227 -2.3740 -1.8722  0.108
H8 0.8646 -0.2391 -1.7930  0.103
H9 1.3848 1.0557 -0.7963  0.122
H10 0.1345 2.6590 -1.8632  0.137
H11 -1.2251 1.5695 -2.1269  0.131
H12 0.6572 2.4611 2.0169  0.100
H13 -2.4565 3.1311 2.7858  0.087
H14 -2.8199 1.4266 2.9201  0.093
H15 -1.1542 2.0014 3.1736  0.083

The charge is -1. For the LUMO energy, the calculation gives 2.518 eV. The maximum force is 0.030 hartree/bohr. For the HOMO-LUMO gap, the calculation gives 7.439 eV. As for the highest occupied orbital energy: -4.92 eV.